[1]
Molecular formula: C6H7Cl3Si2
Method: DFT, the ωB97M-V functional and the def2-TZVPD basis

Geometry as XYZ:
```
18
Properties=species:S:1:pos:R:3:mulliken_charge:R:1
C -0.798 1.925 0.112 -0.2699
C -0.591 1.309 -1.129 -0.5897
C -0.210 1.437 1.241 -0.7777
C 0.014 0.011 -1.151 -0.2377
C 0.427 0.199 1.165 -0.2648
C 0.479 -0.574 0.046 0.5098
Si 1.256 -2.257 -0.067 0.4779
Si 4.273 1.257 0.022 0.4121
Cl 5.412 0.343 1.461 -0.1885
Cl 5.320 0.518 -1.673 -0.2389
Cl 3.310 -2.185 -0.045 -0.2115
H -1.273 2.918 0.000 0.2908
H -0.970 1.937 -1.885 0.3944
H -0.345 2.139 2.011 0.3752
H 0.109 -0.530 -2.170 0.1315
H 0.897 -0.288 1.950 0.4427
H 0.841 -2.718 -1.488 -0.1379
H 0.644 -3.079 0.922 -0.1177
```

For the HOMO-LUMO gap, the calculation gives 8.919 eV. As for the lowest unoccupied orbital energy: -0.667 eV. The value obtained for the energy above the lowest of the compared OMol25 structures with the same formula, charge and spin is 26.89 kcal/mol. As for the HOMO energy: -9.586 eV.

***

[2]
Molecular formula: C6H10O
Method: DFT, the ωB97M-V functional and the def2-TZVPD basis

Geometry as XYZ:
```
17
Properties=species:S:1:pos:R:3:mulliken_charge:R:1
C -0.126 0.248 2.790 -0.8001
C -0.800 0.289 1.640 -0.1058
C -0.196 -0.099 0.363 0.3793
C 0.747 -0.988 0.108 -0.1951
C 1.374 -1.355 -1.163 -0.2032
C 1.486 -0.482 -2.159 -0.7818
H -0.558 0.664 3.692 0.2540
H 0.892 -0.110 2.863 0.2253
H -1.780 0.746 1.646 0.2894
H -0.658 0.397 -0.484 -0.2050
H 1.173 -1.501 0.972 0.2661
H 1.931 -2.283 -1.237 0.2979
H 1.056 0.515 -2.124 0.2105
H 2.102 -0.580 -3.045 0.2540
O -2.603 1.585 -1.218 -0.6442
H -1.951 2.170 -1.620 0.3220
H -2.089 0.785 -1.024 0.4366
```

For the HOMO-LUMO gap, the calculation gives 8.912 eV. As for the lowest unoccupied orbital energy: 0.285 eV. The SMILES is C=C/C=C/C=C.O. The value obtained for the energy above the lowest of the compared OMol25 structures with the same formula, charge and spin is 43.17 kcal/mol. As for the HOMO energy: -8.627 eV.

***

[3]
Molecular formula: C5H7NOS
Method: DFT, the ωB97M-V functional and the def2-TZVPD basis

Geometry as XYZ:
```
15
Properties=species:S:1:pos:R:3:mulliken_charge:R:1
C -0.231 0.977 2.634 -0.7813
C 0.604 0.868 1.587 0.0258
N 0.301 0.354 0.287 -0.0344
S 1.414 0.739 -1.006 -0.0938
C 0.782 -0.685 -1.943 -0.5352
C -0.700 -0.720 -1.567 -0.5659
C -0.829 -0.349 -0.078 0.5374
O -1.749 -0.644 0.673 -0.6234
H 0.182 1.361 3.561 0.2443
H -1.262 0.680 2.595 0.2784
H 1.636 1.199 1.670 0.3168
H 0.939 -0.524 -3.002 0.3669
H 1.323 -1.596 -1.605 0.2782
H -1.149 -1.699 -1.698 0.3313
H -1.262 0.038 -2.108 0.2547
```

For the HOMO-LUMO gap, the calculation gives 8.927 eV. As for the lowest unoccupied orbital energy: 0.573 eV. The SMILES is C=CN1SCCC1=O. The value obtained for the energy above the lowest of the compared OMol25 structures with the same formula, charge and spin is 23.58 kcal/mol. As for the HOMO energy: -8.355 eV.

***

[4]
Molecular formula: C3H9N3
Method: DFT, the ωB97M-V functional and the def2-TZVPD basis

Geometry as XYZ:
```
15
Properties=species:S:1:pos:R:3:mulliken_charge:R:1
C -0.382 -1.138 0.139 -0.5555
C -0.510 0.399 0.156 0.5068
C -1.895 1.127 -0.244 -1.3040
N 0.503 -0.867 -0.987 -0.1347
N 0.620 0.443 -0.800 -0.5554
N 2.438 -0.164 0.748 -0.5432
H 0.095 -1.675 0.885 0.3231
H -1.253 -1.763 -0.075 0.2249
H -0.272 0.990 1.057 0.3175
H -2.164 1.553 0.717 0.3431
H -2.636 0.381 -0.451 0.3000
H -1.744 1.690 -1.086 0.3878
H 1.392 -1.340 -1.016 0.2755
H 2.913 0.641 1.153 0.2031
H 2.893 -0.277 -0.196 0.2109
```

For the HOMO-LUMO gap (alpha / beta), the calculation gives 10.548 / 7.363 eV. As for the lowest unoccupied orbital energy (alpha / beta): 0.851 / -0.082 eV. The value obtained for the energy above the lowest of the compared OMol25 structures with the same formula, charge and spin is 134.78 kcal/mol. As for the HOMO energy (alpha / beta): -9.697 / -7.445 eV.

***

> What is the formula in the fourth record?

C3H9N3

***

> Which formula does entry 3 have?

C5H7NOS